(1)
The following is a DFT calculation (the ωB97M-V functional and the def2-TZVPD basis) of a molecular structure, C41H45Cl61O3 at a distorted geometry.

Results
* frontier orbital gap: 8.186 eV
* relative energy (zero: lowest compared OMol25 entry of this formula, charge and spin): 95.6 kcal/mol
* LUMO energy: -0.1 eV
* HOMO level: -8.30 eV
* net charge: 0

Last column: Mulliken charge in e.
Element x y z (Å)
C -5.526924 -0.306765 5.443171  -0.460
O -4.512924 -1.036570 4.689071  -0.340
C -3.440014 -1.429723 5.580907  -0.559
C -2.322116 -0.251345 5.726389  0.467
C -1.582623 -0.299443 7.172548  -0.759
C -0.219591 0.588114 7.185829  -0.660
C 1.030464 -0.252545 6.595684  -0.451
C 1.290347 0.267419 5.092463  -0.383
C 2.751141 -0.156666 4.518125  -0.656
C 3.096773 0.799700 3.274874  -0.144
C 1.847296 1.044168 2.263589  -0.956
C 2.364939 1.742626 0.917195  0.330
C 2.317109 0.834328 -0.407829  0.992
C 1.179637 1.486328 -1.374527  0.260
O 1.883270 2.405799 -2.251090  -0.327
C 1.079717 3.547248 -2.609132  -0.632
C 1.287066 4.839404 -1.675632  -0.009
C 2.694052 4.911669 -0.924543  0.448
C 2.681051 5.517935 0.534357  0.069
C 3.962246 5.660096 1.390566  -0.871
C 5.324205 5.201629 0.803236  0.715
C 6.634133 5.314942 1.718861  -0.902
C 5.359246 4.615261 -0.655026  -0.568
C 4.060868 4.480211 -1.506957  -0.256
O 1.937864 -0.542331 -0.211965  -0.223
C 3.033392 -1.358731 0.254666  0.328
C 4.221052 -1.574552 -0.806865  -0.129
C 5.606936 -1.245206 -0.015594  0.240
C 5.838087 0.344103 0.103062  -0.074
Cl 7.076388 -2.070179 -0.745553  -0.162
H -5.054053 0.676346 5.822682  0.207
H -6.434680 -0.071089 4.787234  0.145
H -5.904628 -0.940473 6.325179  0.298
H -2.932082 -2.343120 5.117448  0.266
H -3.841894 -1.648130 6.632952  0.316
H -1.584812 -0.356259 4.862217  -0.246
H -2.867452 0.753297 5.559870  -0.029
H -2.346937 0.153213 7.912288  0.329
H -1.306545 -1.373449 7.479516  0.322
H -0.034210 1.002836 8.242439  0.371
H -0.422181 1.497699 6.518313  0.289
H 1.984373 -0.028891 7.205258  0.334
H 0.812477 -1.374811 6.608963  0.271
H 0.519571 -0.165679 4.359650  0.010
H 1.204068 1.419460 5.086254  0.244
H 2.694851 -1.261060 4.180773  0.121
H 3.506586 -0.025187 5.384989  0.358
H 3.390707 1.836648 3.700472  0.408
H 4.029385 0.399585 2.750311  -0.004
H 1.188782 0.125224 2.123368  0.330
H 1.186094 1.826182 2.804121  0.501
H 1.718235 2.673880 0.741070  -0.044
H 3.455207 2.097705 1.047457  -0.096
H 3.304441 0.991163 -0.966953  -0.504
H 0.337358 1.989372 -0.775154  0.502
H 0.730778 0.663621 -2.045087  -0.906
H -0.035455 3.248015 -2.528397  0.291
H 1.229653 3.875453 -3.703581  0.299
H 0.435636 4.844527 -0.898396  -0.251
H 1.183203 5.793611 -2.305285  0.456
H 1.692727 5.872043 1.014782  -0.266
H 3.917105 6.097785 2.439606  0.234
H 7.328266 6.176294 1.435866  0.231
H 6.282307 5.380521 2.816200  0.287
H 7.204617 4.314361 1.605016  0.247
H 6.395020 4.301869 -1.043219  0.311
H 4.094268 4.066840 -2.566871  0.306
H 2.585681 -2.407122 0.455807  0.214
H 3.442226 -0.998489 1.258487  -0.549
H 4.285061 -2.670198 -1.153387  0.423
H 4.180941 -0.848010 -1.694968  0.009
H 5.477000 -1.652188 1.054186  -0.138
H 5.694568 0.882977 -0.903199  -0.295
H 6.902782 0.521098 0.487471  0.535
H 5.128868 0.746695 0.908812  -0.214
C -5.765200 2.813984 2.755028  0.278
Cl -4.169457 2.188485 3.223427  -0.072
Cl -6.919559 2.550128 4.081984  -0.114
Cl -5.638467 4.553015 2.415003  -0.055
Cl -6.329888 1.965181 1.300097  -0.062
C 7.152239 0.010171 -4.239123  0.181
Cl 8.661683 0.443080 -3.408575  -0.094
Cl 5.769001 0.630652 -3.313798  0.045
Cl 7.146381 0.722320 -5.866986  -0.106
Cl 7.029673 -1.755682 -4.361823  -0.067
C -1.801561 -1.054318 -3.563408  0.080
Cl -1.450355 -2.192337 -4.882520  0.080
Cl -3.394259 -1.421859 -2.866699  -0.089
Cl -0.556505 -1.209961 -2.307386  -0.036
Cl -1.800867 0.606573 -4.196723  -0.114
C 10.551917 6.461057 3.006080  0.338
Cl 12.071266 6.877320 3.827094  -0.104
Cl 9.181187 7.108431 3.932445  -0.088
Cl 10.548184 7.164116 1.374464  -0.091
Cl 10.406137 4.694191 2.889864  -0.085
C -5.498041 -3.989600 -5.591333  0.239
Cl -4.426886 -4.811455 -4.433270  -0.056
Cl -7.037443 -3.593159 -4.796345  -0.109
Cl -4.726616 -2.496134 -6.164161  -0.073
Cl -5.804985 -5.062393 -6.973380  -0.020
C 5.902730 -5.088350 2.455858  0.272
Cl 5.351671 -6.469037 3.429578  -0.093
Cl 7.665106 -4.924644 2.602664  -0.091
Cl 5.471982 -5.357290 0.753899  -0.080
Cl 5.118797 -3.603763 3.039559  -0.043
C -10.281726 3.304376 0.440615  0.195
Cl -9.945169 2.192085 -0.903669  -0.037
Cl -11.868078 2.920138 1.145025  -0.116
Cl -9.023604 3.129272 1.682020  0.020
Cl -10.290209 4.974861 -0.162609  -0.035
C 1.493734 -5.116626 -6.465132  0.150
Cl 0.127084 -4.083891 -6.930670  -0.105
Cl 1.685333 -6.425317 -7.651794  -0.060
Cl 2.980112 -4.141744 -6.411311  -0.055
Cl 1.179677 -5.810008 -4.862002  0.059
C 4.172638 -8.592850 -4.747752  0.272
Cl 4.566589 -9.745823 -6.041042  -0.107
Cl 2.567862 -8.971468 -4.086544  -0.051
Cl 5.387812 -8.712849 -3.456908  -0.096
Cl 4.169346 -6.942793 -5.406531  -0.021
C -1.831916 -8.131717 -3.843988  0.253
Cl -0.823583 -8.980682 -5.035099  -0.078
Cl -1.840298 -6.393290 -4.207415  0.052
Cl -3.492135 -8.760012 -3.918448  -0.110
Cl -1.171642 -8.392938 -2.214940  -0.080
C -2.151141 6.895245 0.031523  0.276
Cl -3.729459 6.291407 0.576180  -0.003
Cl -1.835014 6.335873 -1.620779  -0.087
Cl -2.149045 8.671230 0.066515  -0.109
Cl -0.880044 6.274452 1.104188  -0.104
C -9.343240 7.472694 -3.194326  0.309
Cl -7.836826 7.914633 -2.362327  -0.074
Cl -10.731693 8.089293 -2.272533  -0.097
Cl -9.350897 8.182748 -4.822844  -0.105
Cl -9.453992 5.704563 -3.317775  -0.043
C -12.464524 0.305371 -3.290628  0.327
Cl -10.708079 0.390503 -3.550003  -0.101
Cl -12.881075 1.103084 -1.758170  -0.055
Cl -13.299294 1.122251 -4.629131  -0.094
Cl -12.970130 -1.396534 -3.228500  -0.098
C 1.247232 -8.240418 3.720159  0.265
Cl 0.937787 -9.300483 5.112689  -0.105
Cl 0.903202 -9.122382 2.216517  -0.080
Cl 0.198725 -6.809792 3.820553  -0.082
Cl 2.949462 -7.728014 3.729928  0.003
C -8.526836 -6.874965 -9.119774  0.329
Cl -6.949374 -6.860294 -9.937831  -0.091
Cl -9.617848 -7.999838 -9.956838  -0.105
Cl -8.314569 -7.397885 -7.435680  -0.071
Cl -9.224021 -5.241286 -9.148866  -0.081

Cartesian forces, eV/Å:
C 0.0 0.2 0.2
O -0.4 0.1 1.6
C 1.1 0.8 0.1
C -0.4 -0.5 0.0
C -0.1 0.9 -0.5
C -0.8 -0.5 0.0
C -0.2 1.2 -0.5
C 0.8 -0.6 0.0
C -1.0 0.6 0.1
C -0.1 0.1 0.6
C 0.6 1.0 0.9
C 0.2 -0.2 0.2
C -1.4 1.8 -0.6
C 0.6 -1.4 -0.3
O -1.2 0.9 0.3
C -1.1 0.7 -0.3
C 0.6 -0.1 0.5
C 2.6 0.7 2.6
C 2.8 -0.9 -1.0
C 0.2 -1.6 -3.9
C -2.7 -0.1 -1.7
C -0.8 -1.1 -0.4
C -2.8 1.2 1.8
C -0.2 1.3 3.3
O 1.5 0.5 0.1
C 0.0 -1.5 -0.1
C 1.4 0.2 0.7
C -1.4 0.9 0.6
C 0.4 -0.6 0.3
Cl -0.9 0.5 0.3
H -1.0 -1.4 -0.4
H 1.6 -0.4 0.7
H 0.6 0.9 -1.1
H -0.9 1.1 0.8
H 0.5 0.0 -1.5
H -0.9 0.1 1.2
H 1.0 -1.5 0.5
H 1.3 -0.9 -0.9
H -0.7 1.5 -0.5
H -0.2 -0.8 -1.5
H 0.4 -1.2 0.9
H -1.5 -0.5 -0.9
H 0.4 1.5 0.1
H 0.9 0.8 1.2
H 0.2 -1.8 0.0
H 0.3 1.7 0.6
H -1.0 -0.4 -1.6
H -0.4 -1.6 -0.7
H -1.3 0.5 0.5
H 1.1 1.1 -0.1
H 0.9 -1.4 -0.9
H 1.2 -1.3 0.1
H -1.8 -0.3 0.0
H -1.3 -0.6 0.7
H 1.3 -0.6 -0.8
H 0.8 1.5 1.3
H 1.6 0.5 -0.2
H 0.2 -0.9 1.6
H 1.6 0.1 -1.1
H 0.0 -1.4 0.8
H 1.8 -0.7 -1.1
H 0.0 -0.7 -1.6
H -1.1 -1.1 0.4
H 0.7 0.1 -1.8
H -0.7 1.7 0.2
H -1.9 0.5 0.4
H 0.1 0.6 1.7
H 0.5 1.8 -0.3
H -0.5 -0.2 -1.3
H -0.3 1.8 0.4
H -0.3 -1.3 1.3
H 0.6 0.4 -1.7
H 0.2 -0.9 1.9
H -1.5 -0.2 -0.6
H 0.9 -0.5 -1.3
C 0.2 -0.1 -0.1
Cl -0.3 0.1 -0.1
Cl 0.2 0.2 -0.2
Cl -0.2 -0.3 0.2
Cl 0.8 -0.1 0.2
C 0.1 -0.1 0.0
Cl -0.3 -0.1 -0.1
Cl 0.2 0.0 -0.5
Cl 0.0 -0.1 0.3
Cl 0.0 0.3 0.0
C 0.0 -0.1 0.1
Cl 0.0 0.3 0.4
Cl 0.3 0.1 -0.1
Cl -0.5 -0.4 -0.3
Cl 0.0 -0.2 0.1
C 0.0 0.0 0.0
Cl -0.3 -0.1 -0.1
Cl 0.2 -0.1 -0.1
Cl 0.0 -0.1 0.3
Cl 0.0 0.3 0.0
C 0.0 0.0 0.0
Cl -0.5 0.3 -0.3
Cl 0.2 -0.1 -0.1
Cl -0.2 -0.3 0.1
Cl 0.1 0.2 0.3
C 0.1 0.0 -0.1
Cl 1.0 0.6 -0.2
Cl -0.3 0.0 0.0
Cl 0.0 0.1 0.3
Cl 0.1 -0.2 0.0
C 0.1 0.1 0.1
Cl 0.2 0.3 0.4
Cl 0.2 0.0 -0.1
Cl -1.1 0.3 -0.2
Cl -0.1 -0.3 0.2
C 0.0 -0.1 0.1
Cl 0.2 -0.2 -0.1
Cl -0.2 0.3 0.1
Cl -0.3 0.0 -0.1
Cl 0.2 0.4 -0.4
C 0.0 0.1 0.0
Cl -0.1 0.2 0.2
Cl 0.3 0.0 -0.1
Cl -0.2 0.0 -0.2
Cl 0.4 -0.5 0.2
C 0.0 0.0 0.0
Cl -0.2 0.1 0.2
Cl -0.1 -0.6 0.2
Cl 0.3 0.1 0.0
Cl -0.1 0.0 -0.3
C -0.1 0.1 0.0
Cl 0.4 0.1 -0.2
Cl -0.2 0.1 0.2
Cl 0.0 -0.3 0.0
Cl -0.3 0.1 0.0
C 0.0 -0.1 -0.1
Cl -0.2 -0.1 -0.1
Cl 0.2 -0.1 -0.1
Cl 0.0 -0.1 0.3
Cl 0.1 0.3 -0.1
C -0.1 0.0 0.1
Cl -0.2 -0.1 0.0
Cl -0.1 -0.3 -0.4
Cl 0.2 -0.1 0.2
Cl 0.1 0.3 0.0
C 0.0 -0.1 0.1
Cl 0.0 0.2 -0.2
Cl 0.1 0.1 0.2
Cl 0.2 -0.2 0.0
Cl -1.2 -0.3 -0.1
C -0.1 0.0 0.0
Cl -0.2 0.0 0.1
Cl 0.2 0.2 0.1
Cl -0.1 0.0 -0.3
Cl 0.1 -0.3 0.0

(2)
The following is a DFT calculation (the ωB97M-V functional and the def2-TZVPD basis) of a molecular structure, C41H45F6N4OsP3S5SeSi2.

Results
* frontier orbital gap (spin up / spin down): 5.604 / 5.449 eV
* LUMO energy (spin up / spin down): -4.3 / -4.5 eV
* HOMO level (spin up / spin down): -9.90 / -9.96 eV
* net charge: +1
* spin multiplicity: 2

Last column: Löwdin spin population.
Element x y z (Å)
Os -0.901831 -0.325724 -0.483348  0.633
C -0.982321 -1.884763 4.309733  0.000
Si -1.476562 -2.173034 2.520250  0.001
C -3.327237 -1.982451 2.370050  0.001
C -1.049869 -3.945520 2.082832  0.001
N -0.543335 -1.083776 1.453224  0.021
P 1.010943 -0.602513 1.531012  0.016
C 0.983745 -0.069811 -0.145822  0.061
P 1.215381 1.491162 -0.924554  0.015
N -0.388578 1.642265 -1.071083  0.024
Si -1.277175 2.918834 -1.947102  0.002
C -1.570641 4.412926 -0.856376  0.002
C -2.899089 2.293996 -2.617541  0.000
C -0.162929 3.482688 -3.337494  -0.001
C 1.993532 2.726788 0.114415  0.009
C 3.387634 2.816038 0.175817  0.001
C 3.981821 3.749484 1.006375  0.000
C 3.191925 4.596916 1.773872  0.000
C 1.810096 4.495706 1.731518  0.000
C 1.207486 3.555994 0.908556  0.001
C 2.266855 1.297051 -2.359881  0.000
C 2.996156 2.366429 -2.884450  0.000
C 3.760772 2.185204 -4.022297  0.000
C 3.800469 0.942106 -4.642456  0.000
C 3.076313 -0.122142 -4.128265  0.000
C 2.309275 0.051914 -2.987601  0.002
C 1.255873 0.649945 2.789381  0.009
C 2.545157 0.948566 3.230687  0.001
C 2.731955 1.922329 4.198311  0.000
C 1.637929 2.588103 4.733304  0.000
C 0.355011 2.297100 4.290896  0.000
C 0.160700 1.336732 3.312198  0.001
C 2.309891 -1.808016 1.792160  0.000
C 2.344073 -2.575927 2.954085  0.000
C 3.376964 -3.477206 3.151976  0.000
C 4.390402 -3.591238 2.208382  0.000
C 4.375528 -2.805323 1.065083  0.000
C 3.332798 -1.916691 0.851792  0.000
H -1.875649 -1.979642 4.931893  0.000
H -0.281518 -2.643146 4.661424  0.000
H -0.558210 -0.902109 4.510652  0.000
H -3.765473 -2.898128 2.779783  0.000
H -3.704353 -1.135670 2.942352  0.000
H -3.676635 -1.871687 1.344420  0.000
H -1.365889 -4.591781 2.906642  0.000
H -1.575368 -4.294375 1.191961  0.000
H 0.020197 -4.101110 1.929743  0.000
H -1.927361 4.155405 0.140384  0.000
H -0.676102 5.029676 -0.755204  0.000
H -2.342160 5.030499 -1.323946  0.000
H -3.735896 2.816548 -2.154928  0.000
H -2.938788 2.489166 -3.689698  0.000
H -3.029441 1.221012 -2.491723  0.000
H 0.737540 3.982492 -2.975936  0.000
H 0.117578 2.675249 -4.014772  0.000
H -0.721263 4.223959 -3.916555  0.000
H 4.003829 2.169077 -0.435977  0.000
H 5.060104 3.825020 1.048335  0.000
H 3.659238 5.337030 2.410262  0.000
H 1.196642 5.149121 2.337607  0.000
H 0.131078 3.457033 0.882808  0.000
H 2.968533 3.335885 -2.404992  0.000
H 4.321915 3.014246 -4.431406  0.000
H 4.395007 0.807716 -5.536233  0.000
H 3.090195 -1.083314 -4.623587  0.000
H 1.713847 -0.767933 -2.607237  0.002
H 3.399791 0.413311 2.834696  0.000
H 3.730891 2.151051 4.544786  0.000
H 1.786831 3.335682 5.501386  0.000
H -0.497543 2.814324 4.710700  0.000
H -0.837854 1.100839 2.973439  0.000
H 1.571409 -2.466643 3.703361  0.000
H 3.398494 -4.084029 4.047018  0.000
H 5.200350 -4.289667 2.371116  0.000
H 5.174595 -2.883945 0.339908  0.000
H 3.313812 -1.308619 -0.046843  0.000
F -0.773621 -0.508789 -2.589674  0.025
P -1.382705 -1.060639 -4.278892  0.001
F -1.334816 0.483358 -4.639607  0.002
F 0.161759 -1.189270 -4.625852  0.001
F -1.343086 -2.539417 -3.655550  0.000
F -1.894290 -1.526369 -5.678462  0.000
F -2.845601 -0.870565 -3.654474  0.000
C -6.335416 -1.219649 -0.610887  0.002
S -4.950520 -0.325595 -1.395301  0.006
C -4.951075 1.119995 -0.414092  0.032
C -3.959186 1.524912 0.396538  0.005
S -2.488153 0.763340 0.930154  0.065
S -4.286403 3.005454 1.290296  -0.004
C -5.881583 3.326915 0.665000  0.000
S -6.798727 4.576240 1.150897  0.002
S -6.360866 2.151321 -0.520254  0.012
H -7.248373 -1.083790 -1.184718  0.000
H -6.471004 -0.852139 0.402570  0.000
H -6.095289 -2.281711 -0.572353  0.000
Se -3.123460 -3.017130 -1.174931  0.005
N -1.470790 -2.372856 -0.837886  0.008
C -0.600480 -3.364069 -1.058464  0.004
C 0.817728 -3.292548 -0.986008  0.002
C 1.541479 -4.419836 -1.197050  0.006
C 0.932646 -5.677109 -1.508395  -0.002
C -0.408448 -5.784551 -1.628523  0.004
C -1.211811 -4.622110 -1.412156  0.000
N -2.525514 -4.615839 -1.504904  0.017
H 1.290829 -2.343283 -0.802060  0.004
H 2.621471 -4.368045 -1.141654  0.000
H 1.564641 -6.540499 -1.664102  0.000
H -0.900835 -6.712392 -1.882457  0.000

Cartesian forces, eV/Å:
Os 0.0 0.0 0.0
C 0.0 0.0 0.0
Si 0.1 -0.2 -0.2
C 0.1 0.0 0.0
C -0.1 0.0 0.1
N 0.0 0.2 0.1
P -0.3 -0.1 -0.2
C -0.2 0.1 0.2
P 0.2 -0.2 0.3
N -0.2 0.0 -0.1
Si 0.1 0.1 -0.1
C 0.0 -0.1 0.0
C 0.1 0.0 0.0
C -0.1 0.0 0.0
C 0.1 0.0 -0.1
C 0.0 0.0 0.0
C 0.0 0.0 0.0
C 0.0 0.0 0.0
C 0.0 0.0 0.0
C 0.0 -0.1 0.0
C -0.1 0.0 0.0
C 0.0 0.0 0.0
C 0.0 0.0 0.0
C 0.0 0.0 0.0
C 0.0 0.0 0.0
C 0.0 0.0 0.0
C 0.1 0.0 -0.1
C 0.0 0.0 0.0
C 0.0 0.0 0.0
C 0.0 0.0 0.0
C 0.0 0.0 0.0
C 0.0 0.0 0.0
C 0.1 0.1 0.0
C 0.0 0.0 0.0
C 0.0 0.0 0.0
C 0.0 0.0 0.0
C 0.0 0.0 0.0
C 0.0 0.0 0.0
H 0.0 0.0 0.0
H 0.0 0.0 0.0
H 0.0 0.0 0.0
H 0.0 0.0 0.0
H 0.0 0.0 0.0
H 0.0 0.0 0.0
H 0.0 0.0 0.0
H 0.0 0.0 0.0
H 0.0 0.0 0.0
H 0.0 0.0 0.0
H 0.0 0.0 0.0
H 0.0 0.0 0.0
H 0.0 0.0 0.0
H 0.0 0.0 0.0
H 0.0 0.0 0.0
H 0.0 0.0 0.0
H 0.0 0.0 0.0
H 0.0 0.0 0.0
H 0.0 0.0 0.0
H 0.0 0.0 0.0
H 0.0 0.0 0.0
H 0.0 0.0 0.0
H 0.0 0.0 0.0
H 0.0 0.0 0.0
H 0.0 0.0 0.0
H 0.0 0.0 0.0
H 0.0 0.0 0.0
H 0.1 0.0 0.0
H 0.0 0.0 0.0
H 0.0 0.0 0.0
H 0.0 0.0 0.0
H 0.0 0.0 0.0
H 0.0 0.0 0.0
H 0.0 0.0 0.0
H 0.0 0.0 0.0
H 0.0 0.0 0.0
H 0.0 0.0 0.0
H 0.0 0.0 0.0
F -0.1 0.1 -0.1
P -0.1 0.0 0.1
F 0.0 0.0 0.0
F 0.0 0.0 0.0
F 0.0 0.0 -0.1
F 0.0 0.0 0.0
F 0.1 0.0 0.0
C 0.0 0.1 0.0
S 0.1 -0.1 0.1
C -0.1 -0.1 0.0
C 0.0 0.5 0.0
S 0.0 -0.7 0.0
S 0.0 0.0 -0.2
C 0.0 0.0 0.2
S 0.0 0.0 -0.1
S 0.1 0.0 0.0
H 0.0 0.0 0.0
H 0.0 0.0 0.0
H 0.1 0.0 -0.1
Se -0.1 0.0 0.1
N 0.3 0.2 0.1
C 0.0 0.0 -0.1
C -0.1 0.0 0.0
C 0.0 0.0 0.0
C 0.0 0.0 0.0
C 0.0 0.0 0.0
C 0.1 0.1 0.0
N -0.1 0.0 0.0
H 0.0 0.0 0.0
H 0.0 0.0 0.0
H 0.0 0.0 0.0
H 0.0 0.0 0.0